1.
The following is a quantum chemistry calculation of C20H21N3O2S in the gas phase, from the OMol25 dataset.

Output
relative energy (zero: lowest compared OMol25 entry of this formula, charge and spin) = 185.1 kJ/mol
total charge = 0
E_HOMO = -0.312 hartree
orbital gap = 8.435 eV
calculated total energy = -1487.67798 Eh

The geometry in XYZ format:
```
47
Properties=species:S:1:pos:R:3:forces:R:3:nbo_charge:R:1
C -4.81710 -3.80131 -0.91411 0.40 0.18 0.12 -0.62
C -3.35309 -3.39795 -0.84171 -0.13 -0.25 -0.27 -0.06
O -3.20814 -2.50418 0.24559 -0.10 0.10 0.13 -0.50
C -1.98774 -1.97694 0.51070 0.17 0.21 0.24 0.31
C -1.92917 -1.08379 1.58260 -0.15 -0.28 -0.14 -0.25
C -0.74464 -0.46512 1.91466 0.14 -0.17 -0.05 -0.18
C 0.41918 -0.71910 1.19533 0.02 -0.23 0.09 -0.09
C 0.36314 -1.62765 0.14878 0.00 0.06 0.25 -0.14
C -0.82274 -2.25128 -0.19959 -0.22 -0.19 -0.15 -0.32
H -0.82342 -2.94502 -1.02558 -0.04 -0.07 -0.07 0.22
H 1.25188 -1.84841 -0.42523 0.11 0.01 -0.09 0.21
C 1.70181 -0.01675 1.56058 -0.26 0.02 0.47 -0.24
N 2.46214 0.44818 0.41042 -0.28 0.20 -0.11 -0.41
C 1.91316 0.92505 -0.71643 0.20 0.04 -0.19 0.31
S 2.73374 1.00988 -2.15225 0.17 0.10 -0.56 -0.23
N 0.58134 1.29867 -0.73161 -0.11 0.04 -0.02 -0.66
C -0.13148 1.96316 0.24880 0.15 0.07 -0.05 0.70
O 0.38837 2.42024 1.24305 -0.03 0.11 0.04 -0.59
C -1.58417 2.07000 -0.03292 -0.41 0.11 0.02 -0.19
C -2.25327 1.16786 -0.85714 0.15 0.14 0.03 -0.12
C -3.62061 1.27364 -1.02858 -0.10 -0.01 -0.08 -0.23
C -4.32912 2.27927 -0.39046 -0.02 -0.05 -0.02 -0.18
C -3.66954 3.17727 0.43280 -0.02 0.03 0.04 -0.21
C -2.30444 3.06869 0.61737 0.19 -0.05 -0.03 -0.15
H -1.77242 3.75029 1.26379 0.04 0.05 0.06 0.23
H -4.22131 3.95767 0.93486 -0.04 0.07 0.04 0.22
H -5.39691 2.35790 -0.53064 -0.09 0.01 -0.01 0.22
H -4.13777 0.56590 -1.65907 -0.04 -0.07 -0.05 0.22
H -1.71719 0.36232 -1.33707 0.05 -0.10 -0.01 0.21
H 0.19096 1.31520 -1.66556 0.13 0.00 0.15 0.43
C 3.89400 0.25431 0.45626 0.38 -0.01 -0.08 -0.20
H 4.36956 1.02043 -0.16172 -0.05 -0.12 0.17 0.25
H 4.22695 0.37954 1.48949 -0.06 -0.03 -0.07 0.21
C 4.29880 -1.13380 -0.07257 -0.64 0.18 -0.04 -0.54
C 5.70245 -1.37076 0.13596 0.10 -0.11 0.02 0.29
N 6.81454 -1.55590 0.32225 0.63 -0.06 0.10 -0.32
H 3.73490 -1.91819 0.44183 0.00 0.04 -0.06 0.24
H 4.08575 -1.18432 -1.14434 -0.08 0.00 0.13 0.28
H 1.47290 0.83045 2.21834 0.11 -0.22 -0.04 0.25
H 2.34677 -0.71060 2.10929 0.01 0.08 -0.09 0.22
H -0.72103 0.23469 2.73632 -0.01 0.14 0.07 0.23
H -2.83513 -0.88215 2.13100 -0.13 0.04 0.07 0.23
H -2.72254 -4.28464 -0.68877 0.00 0.14 -0.03 0.17
H -3.04783 -2.90689 -1.77654 0.05 -0.06 0.11 0.17
H -4.97084 -4.48962 -1.74010 -0.04 -0.07 -0.08 0.21
H -5.11442 -4.28301 0.01309 -0.06 -0.07 0.06 0.22
H -5.43797 -2.92175 -1.06049 -0.09 0.06 -0.04 0.21
```
Positions in Å, forces in eV/Å.

2.
The following is a quantum chemistry calculation of a molecular structure, C20H21N3O2Sn, from the OMol25 dataset.

Output
total charge = -2
E_HOMO = -0.029 hartree
orbital gap = 5.946 eV
calculated total energy = -1303.75326 Eh

The geometry in XYZ format:
```
47
Properties=species:S:1:pos:R:3:forces:R:3:nbo_charge:R:1
Sn 1.30848 0.07133 -1.43565 -0.03 0.01 0.10 1.22
C -2.24205 -0.00737 0.91627 0.00 0.00 -0.02 -0.67
C -0.75809 0.24612 0.73389 -0.05 0.00 0.17 0.43
O -0.16782 -0.60962 -0.06928 0.05 0.03 -0.08 -0.88
C -0.16764 1.28117 1.38013 -0.01 0.01 -0.13 -0.48
C 1.25131 1.67768 1.36553 0.08 -0.06 0.05 0.16
C 1.52261 3.14665 1.14791 -0.01 0.04 0.02 -0.64
N 2.29576 0.95199 1.58963 -0.06 -0.02 -0.08 -0.27
N 2.07011 -0.38182 1.81390 0.15 0.08 0.08 -0.53
C 3.17041 -1.03898 2.18054 -0.13 -0.12 -0.08 0.56
O 4.33867 -0.66423 2.39502 0.03 0.05 0.02 -0.74
C 2.87055 -2.52872 2.35922 0.04 0.02 0.03 0.01
C 1.60309 -3.06653 2.13595 0.00 0.01 -0.04 -0.22
C 1.37422 -4.42327 2.31369 0.00 -0.02 0.00 -0.23
C 2.40604 -5.26659 2.71446 0.01 -0.01 0.00 -0.26
C 3.67231 -4.73835 2.93075 -0.02 -0.03 0.00 -0.25
C 3.89855 -3.37927 2.75244 -0.01 0.02 0.03 -0.24
H -2.61841 -0.56055 0.05581 -0.02 0.03 -0.01 0.22
H -2.79622 0.92889 0.99713 0.00 0.00 0.04 0.21
H -2.42528 -0.59682 1.81973 0.02 -0.04 -0.02 0.20
H -0.83225 1.96901 1.89792 -0.02 0.01 -0.03 0.18
H 0.83470 3.75816 1.74301 0.01 0.02 0.00 0.18
H 1.37225 3.42453 0.10039 -0.03 -0.01 0.01 0.21
H 2.55052 3.37495 1.42936 0.00 0.00 0.00 0.21
H 0.82502 -2.38993 1.80508 -0.02 0.00 -0.01 0.26
H 0.38514 -4.82988 2.13125 0.00 0.00 0.00 0.19
H 2.22412 -6.32789 2.84980 0.00 0.00 0.00 0.18
H 4.48544 -5.38951 3.23633 0.00 0.00 0.00 0.18
H 4.87405 -2.93649 2.91237 0.00 0.02 0.00 0.23
C -0.78856 3.82785 -2.09943 0.01 -0.04 0.02 -0.63
C -1.74628 2.72783 -2.44694 -0.03 0.02 0.01 -0.10
C -3.09684 2.98905 -2.59479 -0.03 -0.03 -0.03 -0.22
C -4.01229 1.98378 -2.89816 -0.01 0.03 0.01 -0.33
C -3.52978 0.68786 -3.04854 0.03 0.00 0.03 -0.21
C -2.18598 0.37947 -2.89942 -0.09 -0.03 -0.05 -0.12
C -1.71543 -1.03599 -3.05994 -0.04 -0.01 0.04 -0.63
C -1.23079 1.40064 -2.59510 0.09 0.02 0.04 0.28
N 0.08654 1.15271 -2.51396 0.03 -0.04 -0.07 -1.24
H -1.23182 4.80977 -2.28818 -0.01 0.01 0.02 0.18
H 0.13652 3.71878 -2.66960 -0.01 0.01 -0.01 0.23
H -0.50517 3.77100 -1.04419 0.03 0.00 -0.01 0.22
H -3.44585 4.01200 -2.46828 0.00 0.00 0.00 0.17
H -5.06863 2.20278 -3.00783 0.00 0.00 0.00 0.18
H -4.22443 -0.11715 -3.27900 0.01 -0.01 0.00 0.17
H -2.55141 -1.69079 -3.32202 0.00 0.00 -0.03 0.18
H -1.26888 -1.40380 -2.13180 0.00 0.00 -0.01 0.24
H -0.94650 -1.11045 -3.83540 0.02 0.00 0.01 0.21
```
Positions in Å, forces in eV/Å.

3.
The following is a quantum chemistry calculation of a molecular structure, C20H21N3O3SW, from the OMol25 dataset.

Output
relative energy (zero: lowest compared OMol25 entry of this formula, charge and spin) = 0.0 kJ/mol
total charge = +2
E_HOMO (spin up / spin down) = -0.568 / -0.568 hartree
2S+1 = 3
orbital gap (spin up / spin down) = 6.011 / 6.612 eV
calculated total energy = -1629.27401 Eh

The geometry in XYZ format:
```
49
Properties=species:S:1:pos:R:3:forces:R:3:lowdin_spin:R:1
C -6.07230 0.27675 -0.53507 -0.08 0.04 -0.10 0.00
C -6.07230 1.57945 -1.34077 -0.05 -0.02 0.09 0.00
H -6.26050 -0.58835 -1.18017 0.03 0.12 0.10 0.00
H -6.84740 0.28925 0.23893 0.16 -0.03 -0.15 0.00
H -5.10900 0.11785 -0.03827 -0.08 0.02 0.06 0.00
H -5.19770 1.63945 -1.99777 -0.11 0.01 -0.01 0.00
H -6.96610 1.65705 -1.96937 0.18 0.00 0.13 0.00
H -6.05310 2.45375 -0.68107 0.01 -0.13 -0.12 0.00
C 0.54910 -2.96195 -0.76307 0.11 -0.45 -0.04 0.02
C 1.41540 -4.00735 -1.06167 -0.17 0.21 0.10 0.00
C 2.50360 -3.76105 -1.89737 -0.35 0.09 0.24 0.00
C 2.68550 -2.47935 -2.40347 -0.34 0.67 0.11 0.00
H -0.31860 -3.08345 -0.11887 0.17 -0.20 -0.04 0.01
H 1.23410 -4.99195 -0.64377 0.01 0.15 -0.06 0.00
H 3.20090 -4.55325 -2.15207 -0.11 0.09 0.04 0.00
H 3.52560 -2.26765 -3.05497 -0.13 -0.06 0.12 0.00
N 0.72130 -1.72235 -1.25007 0.16 -0.52 -1.27 0.03
C 1.77790 -1.47005 -2.06527 0.60 -0.88 -0.15 0.01
C 1.88680 -0.08545 -2.55067 0.65 0.22 -0.50 0.02
N 0.91620 0.77735 -2.12677 0.47 -0.69 -0.44 0.00
C 0.96470 2.05855 -2.53947 -0.05 0.67 -0.13 0.02
C 2.95420 1.67205 -3.81687 -0.32 0.10 0.20 0.02
C 1.95810 2.54355 -3.37777 -0.08 -0.27 0.15 0.00
H 0.16990 2.69755 -2.17227 0.22 0.01 -0.13 0.00
H 1.94410 3.58635 -3.67597 -0.04 -0.14 0.07 0.00
C 2.91170 0.34905 -3.39617 -0.40 -0.26 0.38 0.00
H 3.67410 -0.34845 -3.72297 -0.13 0.12 0.06 0.00
H 3.74770 2.01515 -4.47307 -0.10 -0.03 0.08 0.00
W -0.52530 -0.02245 -0.87937 1.52 1.23 4.09 1.77
C -1.54530 1.73325 -0.68537 -0.25 -0.25 -0.41 0.04
H -1.84360 2.02835 -1.69997 -0.18 0.42 -0.13 0.00
H -0.83590 2.45495 -0.25957 -0.16 0.30 -0.06 0.01
H -2.42840 1.67245 -0.04977 -0.20 0.05 0.03 0.02
O 2.04490 -1.31235 0.95073 0.04 0.45 0.20 0.01
C 1.36540 -0.52615 1.58433 2.14 -2.12 -0.03 0.01
N 0.35460 0.21135 1.03043 -2.02 0.50 -1.26 0.01
S -0.34150 1.21225 2.30033 -5.25 4.72 -3.38 0.01
O -0.04250 2.66085 1.89123 -0.06 -4.77 1.89 -0.01
O -1.85160 0.93875 2.23393 4.90 0.01 0.90 0.00
C 0.60470 0.52115 3.59533 0.09 -0.03 0.60 0.00
C 0.51590 0.77115 4.96203 -0.04 0.06 0.04 0.00
C 1.37540 0.07045 5.81893 0.11 -0.18 -0.85 0.00
C 2.29920 -0.85375 5.29383 -0.54 0.42 -0.67 0.00
C 2.36900 -1.08405 3.90673 -0.27 0.26 0.33 0.00
C 1.50500 -0.38005 3.06013 -0.05 0.05 0.14 0.00
H -0.20430 1.47925 5.35183 0.04 -0.02 0.01 0.00
H 1.32210 0.23735 6.88733 -0.02 0.02 -0.08 0.00
H 2.95210 -1.39685 5.96453 0.00 0.02 -0.06 0.00
H 3.06630 -1.80835 3.50873 -0.02 0.06 -0.10 0.00
```
Positions in Å, forces in eV/Å.

4.
The following is a quantum chemistry calculation of C20H21N3O6 in the gas phase, from the OMol25 dataset.

Output
relative energy (zero: lowest compared OMol25 entry of this formula, charge and spin) = 1010.6 kJ/mol
total charge = 0
E_HOMO = -0.309 hartree
orbital gap = 8.220 eV
calculated total energy = -1390.17860 Eh

The geometry in XYZ format:
```
50
Properties=species:S:1:pos:R:3:forces:R:3:nbo_charge:R:1
N 3.74657 0.58704 -3.97203 1.59 0.19 -0.83 -0.36
O -1.07059 2.90890 -0.47536 -0.20 -2.17 -0.37 -0.53
O 2.45899 3.47826 -0.20411 1.76 -1.98 0.37 -0.35
O 4.46650 2.52771 -0.23132 -2.32 0.02 0.48 -0.34
C 2.90433 0.57641 -3.19977 -1.39 -0.02 0.79 0.28
O -0.17488 -1.25208 -2.64478 0.00 -0.49 -0.81 -0.49
O 2.54673 -0.12311 4.03568 0.17 0.78 -0.84 -0.54
O 0.73819 -1.63163 2.70080 -0.46 -0.97 0.25 -0.52
C -1.43433 1.80658 -0.89769 0.74 2.12 -0.59 0.57
C -0.39169 0.74459 -1.36781 -3.77 -1.02 -1.53 -0.17
C -0.98910 -0.32763 -2.06284 1.55 3.29 2.23 0.41
C 1.08813 -0.88505 -3.06474 -0.82 2.41 2.74 0.60
C 3.02474 1.08478 1.96834 -1.13 -1.80 0.36 -0.22
C 1.19725 -0.55068 0.69378 2.33 3.51 -1.81 -0.20
C 2.41013 -0.00224 2.65033 0.69 0.53 0.17 0.28
C 1.48125 -0.80638 1.98131 1.83 1.93 0.95 0.24
C 2.70688 1.37782 0.63263 -2.53 -3.28 0.53 0.06
C 1.72259 0.57805 -0.07508 0.94 -0.69 3.97 0.04
C 1.69682 0.27951 -2.53367 -1.18 -3.15 -1.54 -0.35
N 3.24376 2.52250 0.02350 1.36 3.44 -1.38 0.48
N 1.63347 -1.74020 -3.89447 2.30 0.17 -0.73 -0.79
C 3.00788 -1.29626 4.70476 -0.21 -0.41 1.26 -0.25
C -0.35649 -1.00055 3.36826 0.32 0.14 0.53 -0.27
C 1.10196 0.96346 -1.35183 0.07 2.07 -1.69 -0.31
C -4.90580 -0.14388 -1.38556 0.20 0.75 -0.48 -0.62
C -3.00711 -0.59974 0.22309 0.30 -0.24 2.02 -0.64
C -2.98714 1.66263 -1.18307 0.59 -2.90 2.99 -0.48
C -2.46970 -0.64926 -2.07752 -0.16 0.26 -1.77 -0.46
C -3.38571 0.15037 -1.07305 0.97 -2.47 -1.19 -0.03
H 3.61200 1.68245 2.61349 0.82 0.83 0.05 0.24
H 0.43702 -1.13484 0.37905 -2.44 -1.60 -1.82 0.21
H 1.21059 -2.60116 -4.19955 0.07 0.23 0.08 0.43
H 2.65275 -1.50981 -3.97225 -1.26 -1.04 -0.57 0.44
H 3.65599 -0.94141 5.58360 -0.92 -0.51 -1.37 0.20
H 2.13989 -1.90024 5.13603 0.99 0.84 -0.63 0.18
H 3.58914 -1.96571 4.06102 -0.05 0.27 0.00 0.19
H -0.36969 0.08494 3.55732 0.64 -0.03 -1.15 0.20
H -1.24247 -1.30762 2.83399 -0.54 -0.11 0.47 0.19
H -0.18512 -1.32878 4.36626 -1.05 -0.87 0.96 0.20
H 1.34858 2.04128 -1.61866 -0.78 -0.90 1.10 0.28
H -5.52395 0.66154 -0.95668 0.22 -0.13 -0.17 0.22
H -5.32844 -1.06425 -0.97156 0.61 -0.07 0.16 0.22
H -5.13950 -0.19783 -2.47352 0.38 0.30 0.60 0.21
H -2.06248 -0.25662 0.71231 -0.85 0.36 -0.27 0.22
H -2.77688 -1.71421 0.18492 -0.68 1.23 -0.79 0.22
H -3.84508 -0.55155 0.93310 0.41 0.31 0.20 0.22
H -3.25224 1.96929 -2.16013 -0.14 0.79 -0.91 0.24
H -3.57085 2.13763 -0.35512 0.75 0.36 -0.96 0.24
H -2.91064 -0.65065 -3.12111 0.78 0.36 0.79 0.23
H -2.44225 -1.69241 -1.82033 -0.48 -0.66 0.12 0.23
```
Positions in Å, forces in eV/Å.

5.
The following is a quantum chemistry calculation of a molecular structure, C20H21N4PbS2, from the OMol25 dataset.

Output
total charge = +1
E_HOMO (spin up / spin down) = -0.371 / -0.338 hartree
orbital gap (spin up / spin down) = 6.740 / 6.284 eV
calculated total energy = -1982.59154 Eh

The geometry in XYZ format:
```
48
Properties=species:S:1:pos:R:3:forces:R:3:nbo_charge:R:1
Pb 1.42786 0.69343 -0.41287 0.15 0.05 -0.17 1.16
N -0.55404 -1.79748 1.02226 0.07 -0.18 -0.11 -0.65
N 0.19936 -2.56549 1.90879 -0.08 0.09 -0.15 -0.42
C 1.53316 -2.53985 1.89633 0.18 0.09 0.13 0.34
N 2.14185 -3.36107 2.76486 0.04 0.09 -0.08 -0.77
S 2.49616 -1.54661 0.90755 0.00 -0.27 0.03 -0.25
H -0.77388 -0.88782 1.41647 -0.03 0.15 0.08 0.40
H -1.39157 -2.30398 0.77448 -0.07 -0.05 0.03 0.37
H -0.26827 -3.05045 2.65918 -0.07 0.02 0.07 0.38
H 1.63776 -3.98947 3.36817 0.00 -0.01 -0.03 0.40
H 3.14374 -3.32617 2.83598 -0.01 0.02 0.01 0.43
N 0.15217 -0.67264 -1.90976 -0.24 0.14 0.37 -1.21
S 0.51922 -0.81757 -3.44894 0.19 0.34 -0.02 1.12
C 1.35895 -2.36038 -3.71429 0.10 -0.14 -0.04 -0.19
C 1.66926 -3.15830 -2.63047 0.06 -0.14 0.01 -0.25
C 2.39418 -4.32754 -2.84726 -0.01 0.02 0.00 -0.18
C 2.80101 -4.66832 -4.12807 -0.01 0.02 -0.02 -0.19
C 2.48858 -3.84397 -5.20760 0.01 -0.02 0.03 -0.19
C 1.76795 -2.67935 -5.00519 0.00 -0.06 -0.01 -0.23
C -0.97195 -1.09531 -4.35539 -0.14 -0.02 -0.16 -0.19
C -1.48930 -0.01740 -5.06157 -0.07 -0.02 0.00 -0.22
C -2.66948 -0.18399 -5.77479 0.01 -0.01 0.02 -0.20
C -3.31053 -1.41507 -5.77214 0.02 -0.03 0.00 -0.17
C -2.78330 -2.48567 -5.05449 -0.03 0.02 -0.02 -0.20
C -1.60503 -2.33303 -4.34279 -0.10 0.04 -0.01 -0.23
H -0.52258 -1.35485 -1.57164 0.14 -0.02 0.01 0.39
H 1.36770 -2.85936 -1.63290 0.04 -0.02 -0.03 0.24
H 2.64854 -4.96480 -2.00924 -0.01 0.03 -0.03 0.22
H 3.37203 -5.57530 -4.29092 -0.05 0.07 0.01 0.23
H 2.81453 -4.10783 -6.20590 -0.02 0.01 0.04 0.23
H 1.51967 -2.03364 -5.84122 0.02 -0.02 0.05 0.23
H -0.97895 0.93915 -5.05255 0.00 -0.06 -0.02 0.23
H -3.08134 0.64509 -6.33600 0.02 -0.04 0.02 0.23
H -4.22251 -1.54777 -6.34207 0.04 0.01 0.05 0.23
H -3.28616 -3.44466 -5.06004 0.01 0.04 -0.01 0.23
H -1.18108 -3.16717 -3.79546 0.02 0.03 -0.04 0.23
C -0.11116 1.28998 1.07145 -0.69 0.05 0.31 -0.42
C -1.04841 2.22790 1.51208 0.47 0.26 -0.12 -0.27
C -0.62333 3.52708 1.96071 0.02 -0.25 -0.22 -0.16
C -1.52813 4.54045 2.17534 -0.14 -0.18 0.13 -0.21
C -2.89877 4.29472 2.04769 0.05 -0.07 0.03 -0.18
C -3.34679 3.01328 1.71938 -0.01 0.08 0.04 -0.20
C -2.45401 1.99752 1.46189 0.06 -0.13 0.05 -0.18
H 0.43663 3.69839 2.09928 0.00 0.03 -0.09 0.22
H -1.17841 5.52186 2.46818 0.00 -0.02 0.01 0.23
H -3.61356 5.08419 2.23968 0.02 -0.01 -0.04 0.22
H -4.40966 2.81396 1.66620 0.01 0.01 0.00 0.22
H -2.81655 1.00257 1.22779 0.03 0.08 -0.13 0.20
```
Positions in Å, forces in eV/Å.